Here is a 2-piece molecular cluster, C9H9O2S overall in a non-equilibrium geometry from OMol25. Energies are from ωB97M-V with the def2-TZVPD basis set.

```
21
Properties=species:S:1:pos:R:3:nbo_charge:R:1
C 3.324 -0.311 -0.236 -0.2429
C 2.013 -0.699 -0.024 -0.0888
C 3.494 1.076 -0.177 -0.2499
C 1.140 0.350 0.141 -0.3630
C -2.174 1.576 0.685 -0.0586
C -3.203 0.822 -0.167 0.5928
C -2.596 0.181 0.971 -0.3601
C -1.293 -0.568 0.841 -0.4832
C -0.217 0.482 0.421 0.5980
O -3.955 0.864 -1.094 -0.3806
O -0.833 1.619 0.418 -0.3700
S 2.013 1.873 0.143 0.5642
H 4.139 -0.902 -0.301 0.2455
H 1.732 -1.736 -0.076 0.2509
H 4.356 1.569 -0.269 0.2421
H -2.475 2.564 1.094 0.2587
H -3.292 -0.053 1.821 0.2840
H 0.117 0.002 -2.544 0.0455
H -1.116 -0.969 1.847 0.2828
H -1.267 -1.447 0.151 0.2792
H 0.094 0.433 -2.029 -0.0464
```

HOMO-LUMO gap: 7.24 eV
Charge: +1
E_LUMO: -5.6749 eV
Molar mass: 181.24 g mol⁻¹
Energy relative to the best compared isomer or geometry (same formula, charge and spin): 30.55 kcal/mol
E_HOMO: -12.92 eV